Computed, not measured: a gas-phase ion, C11H16NO2 (charge +1) at a distorted geometry, with ωB97M-V/def2-TZVPD.

The geometry in XYZ format:
```
30
Properties=species:S:1:pos:R:3:forces:R:3
C -3.63004 1.06218 -1.03959 1.568 -1.780 1.556
C -2.29896 0.62032 -1.34980 -1.370 0.558 0.223
C -4.21972 0.70942 0.14071 1.518 -0.648 1.136
C -1.56233 -0.10835 -0.41158 1.790 0.087 -0.287
C -3.45467 -0.06614 1.18340 -1.339 -0.450 -0.437
C -2.08891 -0.41106 0.80322 -1.483 -0.996 0.374
C -0.15186 -0.62466 -0.72104 0.406 1.149 -2.849
C 3.97803 0.78855 1.25714 0.061 -0.265 0.175
C 1.03366 0.35724 -0.42056 -1.544 -1.862 3.334
C 3.43256 0.83569 -0.16011 1.897 0.074 0.066
C 2.45987 -0.26837 -0.44210 -1.058 0.130 0.788
N -0.00561 -2.94808 -0.84524 -0.070 -1.144 -1.146
O 0.16174 -3.95756 -0.29031 -0.093 1.589 0.237
O 0.05218 -1.78701 -0.02046 0.450 -1.561 1.787
H -4.13761 1.56060 -1.77082 -1.392 1.416 -1.679
H -1.93665 0.87604 -2.37065 0.064 -0.385 0.951
H -5.18628 1.00071 0.47790 -0.782 0.338 -0.384
H -3.37119 0.56568 2.09677 -0.217 -0.082 -0.131
H -4.08646 -0.99950 1.60612 1.400 1.882 -0.973
H -1.62897 -1.10864 1.48751 0.706 0.234 -0.017
H -0.13984 -0.84174 -1.83974 0.038 -0.021 1.139
H 4.18370 1.80732 1.55377 0.177 -0.099 0.774
H 4.82907 0.14843 1.38275 1.308 0.184 -0.644
H 3.40053 0.18861 1.93228 -1.490 0.604 0.721
H 0.96360 1.22992 -0.98067 -0.085 1.391 -1.522
H 0.71718 0.75463 0.65941 1.329 -0.816 -1.739
H 4.37281 0.64620 -0.76148 -1.335 1.062 -0.090
H 2.95025 1.83269 -0.24692 0.672 -0.560 -0.728
H 2.77818 -0.88020 -1.26887 -0.631 0.216 -1.113
H 2.58576 -0.98294 0.35895 -0.498 -0.248 0.475
```
Forces are in eV/Å.

## Properties
LUMO level, eV: -6.38
HOMO energy, eV: -13.438
Energy relative to the best compared isomer or geometry (same formula, charge and spin), kcal per mole: 100.6
Charge: +1
HOMO-LUMO gap, eV: 7.06

Computed, not measured: a molecular structure, B5CuF16H4 at a distorted geometry, with ωB97M-V/def2-TZVPD.

The geometry in XYZ format:
```
26
Properties=species:S:1:pos:R:3:forces:R:3
Cu -0.26714 0.08981 0.18600 -0.075 -0.020 -0.162
B -1.11823 -1.78971 1.08660 0.888 -0.889 -0.750
H -1.71001 -2.52999 1.74085 -0.963 -0.608 1.010
H -0.21419 -1.37925 1.63029 1.861 0.473 1.444
H -0.67282 -2.26207 0.13604 0.178 -0.961 -1.254
H -1.79003 -0.93427 0.75166 -1.777 2.110 -0.873
B 1.89539 2.04150 -0.48080 0.067 0.011 -1.055
F 1.91886 1.52943 0.79680 -0.144 -0.225 0.305
F 0.69681 1.56290 -1.17444 -0.136 0.177 1.385
F 1.90338 3.44674 -0.43829 -0.111 0.064 -0.097
F 2.94492 1.57372 -1.26363 0.489 0.218 0.063
B 2.36626 -1.96866 -0.66245 0.835 -0.260 0.046
F 2.70769 -2.23535 -2.01215 -0.475 0.048 0.138
F 3.52045 -1.45070 -0.04983 0.010 -0.014 0.212
F 1.31391 -1.02927 -0.54497 0.258 0.267 -0.292
F 1.96549 -3.14050 -0.01890 0.105 -0.334 -0.046
B -1.12647 1.76562 2.33442 -0.221 -1.072 0.091
F -0.85112 2.84151 3.17486 0.151 0.105 -0.232
F -0.11279 0.75244 2.38819 0.017 0.728 0.295
F -2.33475 1.16659 2.69307 -0.380 0.150 0.504
F -1.22477 2.07834 0.96449 0.319 0.345 -0.279
B -1.93036 0.00430 -2.26409 -1.675 -1.042 0.143
F -2.34300 1.04075 -1.41125 0.384 0.341 -0.262
F -2.22576 0.27773 -3.62336 0.390 0.314 0.140
F -0.59847 -0.32139 -2.04744 0.046 0.096 -0.148
F -2.71327 -1.13022 -1.89166 -0.038 -0.024 -0.328
```
Forces are in eV/Å.

## Properties
LUMO level (spin up / spin down), eV: 7.72 / 6.66
⟨S²⟩: 0.7514
HOMO energy (spin up / spin down), eV: -0.910 / -0.879
Multiplicity: 2
Energy relative to the best compared isomer or geometry (same formula, charge and spin), kcal per mole: 16.1
Charge: -3
HOMO-LUMO gap (spin up / spin down), eV: 8.63 / 7.54

Computed, not measured: 2 unconnected molecules or ions with the total composition C8H13BO3 at a distorted geometry, with ωB97M-V/def2-TZVPD.

The geometry in XYZ format:
```
25
Properties=species:S:1:pos:R:3:forces:R:3
C 0.42532 -2.41540 -1.13287 0.720 -0.716 0.246
C 0.83197 -1.01242 -0.83592 -2.508 1.182 -2.926
C 1.63775 -0.39084 0.02245 0.371 0.955 -0.130
C 2.29698 -1.11750 1.16097 2.415 -0.590 -1.714
B 1.80539 1.22376 0.08566 -1.284 -2.075 -0.603
O 0.64947 1.87375 -0.21705 -0.031 -0.983 -0.159
O 2.93690 1.85294 0.47724 -1.433 1.562 -0.037
H -0.58606 -2.63116 -0.77349 0.267 -0.088 0.367
H 1.16830 -3.14320 -0.84382 -0.068 -0.539 0.659
H 0.35282 -2.55098 -2.20877 0.016 0.232 -0.244
H 0.12994 -0.51050 -1.66410 2.052 0.512 2.091
H 3.14643 -1.83074 0.92802 -0.815 0.791 -0.186
H 1.59555 -1.69011 1.62994 -1.991 -1.716 1.392
H 2.68219 -0.46386 1.89709 0.448 0.917 0.759
H 0.61793 2.77520 0.00861 0.167 1.975 0.283
H 3.62224 1.23548 0.44014 2.016 -1.338 0.208
C -4.73546 0.80135 -0.85566 2.312 2.126 -0.760
C -3.49528 1.32140 -1.13055 -3.807 -0.808 -1.564
C -2.28661 1.12963 -0.41460 1.621 0.040 0.041
C -1.95191 0.06166 0.27577 -0.506 -0.937 1.429
O -1.73820 -0.84333 0.98592 -0.032 0.908 -0.994
H -4.86902 0.39534 0.08461 -0.494 -1.248 1.749
H -5.61918 1.10871 -1.38828 0.064 -0.225 -0.434
H -3.49407 1.84829 -2.09539 0.645 0.120 0.541
H -1.42971 1.77059 -0.58945 -0.145 -0.058 -0.015
```
Forces are in eV/Å.

## Properties
LUMO level, eV: 0.44
HOMO energy, eV: -8.162
Structure (SMILES): C/C=C(\C)B(O)O.C=CC=C=O
Energy relative to the best compared isomer or geometry (same formula, charge and spin), kcal per mole: 56.2
HOMO-LUMO gap, eV: 8.60

Computed, not measured: C6H7NO2 in the gas phase at a distorted geometry, with ωB97M-V/def2-TZVPD.

The geometry in XYZ format:
```
16
Properties=species:S:1:pos:R:3:forces:R:3
O -1.72967 0.52154 3.08625 -4.152 -3.016 -1.996
C -2.43661 -0.13916 2.24653 1.079 1.372 -0.618
N -1.87300 -0.32918 0.89627 1.148 4.544 8.031
C -0.69982 0.52701 0.83356 2.113 -2.711 -2.377
C 0.24498 0.24894 -0.18859 -1.850 0.120 2.900
C 0.33588 -0.58542 -1.43265 0.839 1.543 -2.963
C 1.66722 -0.51569 -1.96233 -4.728 0.180 1.703
C 2.42110 0.40895 -0.93632 -3.829 0.920 -2.865
O 1.47185 0.73408 0.15068 1.591 -0.227 -2.540
H -3.63873 -0.52146 2.32522 3.488 0.895 0.244
H -2.38753 -0.85325 0.32405 -1.848 -2.065 -3.343
H -0.42002 0.93001 1.92377 -0.597 -0.661 -3.252
H -0.60765 -0.75904 -2.17617 2.395 -0.110 2.326
H 1.80677 -0.86064 -3.05238 0.517 0.750 2.153
H 3.14800 -0.07622 -0.46339 3.557 -1.568 1.636
H 2.69722 1.26951 -1.57449 0.277 0.033 0.960
```
Forces are in eV/Å.

## Properties
LUMO level, eV: 0.26
HOMO energy, eV: -7.295
Structure (SMILES): O=CN/C=C1\C=CCO1
Energy relative to the best compared isomer or geometry (same formula, charge and spin), kcal per mole: 111.1
HOMO-LUMO gap, eV: 7.56

Computed, not measured: a molecular structure, C5H8O, with ωB97M-V/def2-TZVPD.

The geometry in XYZ format:
```
14
Properties=species:S:1:pos:R:3:forces:R:3
C 1.62728 -0.30428 0.26716 0.307 -0.114 0.054
C 0.17818 -0.05260 0.58230 0.060 -0.234 -0.352
C -1.00821 -0.96682 0.59320 0.013 -0.166 0.113
C -0.66032 -0.21423 -0.64984 -0.188 -0.014 -0.546
C -0.83560 1.28013 -0.49119 -0.467 0.256 -0.392
O -0.28188 1.27999 0.84155 0.244 0.015 -0.244
H 1.78795 -0.03878 -0.79698 0.123 0.027 0.587
H 2.31824 0.29579 0.85551 0.010 -0.247 0.294
H 1.84171 -1.37342 0.34333 0.180 0.138 0.205
H -1.94028 -0.67948 1.07733 0.446 -0.062 0.421
H -0.76635 -2.02372 0.60938 -0.176 0.049 -0.235
H -0.27270 -0.71164 -1.53145 -0.162 0.152 0.059
H -1.85324 1.66080 -0.58162 -0.004 0.365 0.239
H -0.13479 1.84827 -1.11867 -0.386 -0.165 -0.202
```
Forces are in eV/Å.

## Properties
LUMO level, eV: 1.06
HOMO energy, eV: -9.040
Energy relative to the best compared isomer or geometry (same formula, charge and spin), kcal per mole: 67.9
HOMO-LUMO gap, eV: 10.10

Computed, not measured: 3 unconnected molecules or ions with the total composition C29H50N5O11P2 at a distorted geometry, with ωB97M-V/def2-TZVPD.

The geometry in XYZ format:
```
97
Properties=species:S:1:pos:R:3:forces:R:3
C 5.21784 -4.53937 -2.82105 -0.850 0.674 1.123
C 4.60859 -3.80597 -1.54321 0.400 0.216 -0.587
C 3.21105 -4.38285 -1.12149 1.362 -0.952 -0.759
O 3.04180 -4.24842 0.30637 -1.486 0.901 -0.617
C 1.96695 -3.41306 0.66540 -0.028 -1.050 0.900
N 2.49072 -2.02771 0.94006 -0.432 0.997 0.683
C 2.49324 -1.18199 -0.28727 1.391 2.779 0.728
C 1.15103 -0.28033 -0.24534 0.613 -2.373 -2.198
C 0.67022 -0.34232 -1.73155 -1.298 1.885 -1.431
C 0.50946 0.89317 -2.49123 -0.174 0.152 -0.654
C 0.12388 0.97351 -3.92052 0.617 -3.945 1.832
C -0.07536 -0.37271 -4.50127 0.547 1.875 2.250
C 0.09714 -1.50085 -3.61043 -0.350 -0.256 -1.797
N 0.45630 -1.54548 -2.31513 -0.056 1.598 -0.223
N 0.43041 -1.11429 0.78511 0.509 2.459 2.752
C -0.84063 -0.57810 1.32899 -1.784 -0.748 -0.466
O -1.15372 0.72965 0.90142 0.867 -0.257 1.230
C -0.70618 1.69669 1.86520 0.557 0.612 0.203
C 1.52004 -1.29055 1.73406 -1.221 -1.397 -3.769
N 1.63537 -0.86724 2.94507 0.666 -0.473 0.344
C 2.87939 -1.12454 3.75233 0.572 -0.673 0.035
C 4.16960 -0.56957 3.05591 0.612 0.461 0.934
C 4.68985 0.76482 3.69865 0.295 0.847 0.456
O 4.06835 1.39003 4.52690 -0.265 -0.659 -0.506
N 5.97055 1.32665 3.27643 -1.217 -1.673 -1.896
C 6.50547 0.61769 2.10991 0.801 -0.902 -2.858
C 7.47302 -0.44979 2.16982 -0.530 0.464 -1.131
C 7.91989 -1.12698 0.94377 -1.581 1.452 -0.083
C 7.37537 -0.73451 -0.33996 -0.480 0.776 1.198
C 6.39880 0.36346 -0.45282 1.166 -1.257 2.166
C 5.99412 1.00020 0.77627 0.654 -0.754 0.010
H 5.16412 -5.63746 -2.61919 0.281 0.842 -0.554
H 4.58866 -4.23934 -3.69855 0.684 -0.578 0.568
H 6.26274 -4.17676 -2.96535 -0.805 -0.520 -0.028
H 5.31049 -3.89238 -0.66930 -0.725 -0.063 -0.766
H 4.57728 -2.71003 -1.81215 -0.174 -0.936 0.488
H 2.36542 -3.97781 -1.73239 0.543 -0.057 0.734
H 3.24537 -5.49217 -1.33082 -0.099 1.044 0.261
H 1.13319 -3.41783 -0.08226 0.825 0.249 0.324
H 1.52758 -3.82126 1.62330 0.559 0.523 -0.756
H 2.77244 -1.66520 -1.24642 -0.888 -0.156 0.941
H 3.27848 -0.37513 -0.16816 -0.259 -1.116 0.006
H 1.33184 0.77264 0.08379 -0.208 -0.948 -0.242
H 0.70766 1.85737 -1.95794 -0.244 -0.956 -0.467
H 0.03405 1.91180 -4.50268 0.010 -0.744 0.655
H -0.34731 -0.50379 -5.57110 0.209 -0.034 1.080
H -0.07283 -2.50199 -4.08701 0.185 0.945 0.606
H -0.91276 -0.68291 2.45267 0.326 0.123 -1.027
H -1.66110 -1.24149 0.93176 0.854 0.654 0.238
H 0.27346 1.39659 2.33635 -0.752 0.244 -0.531
H -1.43750 1.83284 2.71051 0.482 -0.058 -0.958
H -0.50645 2.65364 1.31963 -0.443 -0.754 0.597
H 0.88209 -0.33922 3.39306 0.295 -0.240 -0.391
H 3.00284 -2.23522 3.84107 -0.296 0.992 -0.142
H 2.70538 -0.73098 4.78165 0.213 -0.009 -0.987
H 4.03891 -0.35114 1.96283 0.219 -0.633 1.037
H 4.98333 -1.32821 3.22560 -0.785 0.674 -0.674
H 5.74303 2.26131 2.90992 0.290 -0.129 0.932
H 7.87017 -0.75477 3.16493 -0.286 0.263 -0.947
H 8.65840 -1.96309 0.99676 -0.768 0.931 0.019
H 7.70739 -1.28247 -1.25221 -0.316 0.597 0.853
H 5.97979 0.64354 -1.44940 0.441 -0.162 1.119
H 5.23320 1.82064 0.71843 0.763 -0.713 0.114
C -3.85303 3.97554 -1.42074 -0.180 0.157 0.394
O -3.91538 3.98413 -2.84402 1.942 -1.964 1.906
P -3.72324 2.43632 -3.55284 -4.300 2.730 -7.590
O -3.38708 3.04848 -4.89071 1.229 -0.075 0.879
O -5.33397 2.16091 -3.43931 0.678 -1.181 0.617
C -6.25778 3.15833 -3.86092 -0.313 0.578 0.341
O -3.45078 0.87072 -4.15439 0.675 0.176 3.033
C -4.37520 -0.18669 -3.91226 0.120 -0.568 0.142
H -4.10760 4.96791 -1.05050 -0.011 -0.051 -0.076
H -4.55987 3.25086 -1.00838 -0.031 0.132 0.104
H -2.83825 3.72314 -1.10068 -0.016 0.111 0.211
H -5.82953 3.82531 -4.60998 0.159 -0.111 0.059
H -6.58448 3.73742 -2.99577 0.002 0.062 -0.096
H -7.12832 2.65908 -4.28590 0.146 -0.201 0.055
H -5.24480 -0.07612 -4.55976 -0.020 0.167 0.147
H -4.67696 -0.21900 -2.86538 -0.173 -0.048 -0.130
H -3.88218 -1.12846 -4.15513 0.169 0.077 0.012
C -6.34356 2.10537 4.94847 -0.105 -0.116 0.264
O -7.01985 2.47606 3.74092 3.342 0.601 0.636
P -6.07251 2.38219 2.32401 -6.921 -1.047 -5.136
O -6.98779 3.26002 1.51863 1.152 0.532 0.932
O -6.47483 0.80351 2.14033 1.362 0.009 -0.095
C -7.84108 0.40889 2.19876 -0.398 -0.161 0.503
O -4.89784 2.26479 1.10576 0.973 0.176 2.859
C -4.32983 1.01730 0.73095 0.462 -0.218 -0.168
H -7.07130 2.08115 5.75839 -0.010 0.036 -0.111
H -5.89018 1.11349 4.84963 -0.018 -0.020 0.065
H -5.57255 2.84115 5.18408 -0.040 -0.044 0.180
H -8.51596 1.22179 1.92879 0.167 0.083 0.016
H -8.07321 0.05689 3.20525 -0.101 0.059 -0.043
H -7.98739 -0.41913 1.50541 0.219 0.057 -0.042
H -5.03443 0.45266 0.11906 -0.129 -0.010 0.232
H -4.03092 0.43923 1.60587 -0.058 -0.150 -0.162
H -3.44021 1.21782 0.13462 0.016 0.166 0.092
```
Forces are in eV/Å.

## Properties
LUMO level, eV: -3.90
HOMO energy, eV: -11.171
Charge: +1
HOMO-LUMO gap, eV: 7.28